15
Properties=species:S:1:pos:R:3:forces:R:3:nbo_charge:R:1 method="wB97M-V/def2-TZVPD" charge=0 lumo_ev=0.54 largest_force_ev_per_a=3.65 gap_ha=0.35186 e_homo_ev=-9.04
C 1.510 0.116 -0.001 -1.5 2.0 -0.1 0.02
C -0.544 0.341 0.782 -1.8 -0.2 -2.5 -0.40
C 0.602 -0.635 0.990 0.1 -0.3 0.0 -0.45
C -1.482 -0.163 -0.496 -0.6 -1.7 2.4 0.81
C 0.244 1.178 -0.182 3.6 0.3 0.8 0.57
O -2.544 0.629 -0.659 0.1 0.3 0.2 -0.67
O 1.944 -0.475 -1.162 0.4 -1.1 -0.4 -0.69
O -1.317 -1.210 -1.071 0.3 1.0 0.2 -0.58
O 0.134 2.241 -0.714 -0.4 -0.5 0.1 -0.49
H -3.188 0.195 -1.242 0.3 0.0 -0.2 0.50
H 2.042 -1.430 -1.012 0.0 0.4 -0.2 0.48
H 2.307 0.676 0.501 0.1 0.0 0.0 0.17
H -1.066 0.849 1.590 -0.4 -0.3 -0.2 0.26
H 0.980 -0.665 2.011 0.0 0.1 0.0 0.23
H 0.377 -1.650 0.664 -0.1 0.0 0.0 0.24



16
Properties=species:S:1:pos:R:3:forces:R:3:nbo_charge:R:1 method="wB97M-V/def2-TZVPD" charge=+2 s_squared=0.759 spin_multiplicity=2 lumo_ev="-9.48 / -9.48" largest_force_ev_per_a=5.16 gap_ha="0.21316 / 0.19430" e_homo_ev="-15.28 / -14.76"
C 0.504 -1.086 0.985 -4.5 -1.6 2.0 -0.74
C -0.412 -0.209 0.316 1.8 1.8 -2.8 0.60
O -1.177 -0.616 -0.648 0.9 -0.7 1.5 -0.44
Rb -4.535 -2.794 -0.962 -0.2 -0.2 0.0 1.00
H 1.350 -1.380 0.349 0.1 0.2 0.5 0.36
H -0.298 -1.926 1.065 1.9 -0.1 -0.1 0.26
H -0.251 0.877 0.365 -0.8 0.1 0.4 0.25
H 0.503 -0.744 2.058 1.5 -0.1 -1.2 0.32
C -1.775 0.352 -1.503 -0.5 2.0 0.3 0.97
O -1.335 1.431 -1.672 0.1 -0.8 -0.1 -0.45
O -2.908 -0.192 -1.872 -0.3 -0.6 -0.4 -0.68
H -3.379 0.378 -2.504 0.2 0.2 0.0 0.55
C 3.227 0.788 1.296 -0.1 0.0 -0.2 -0.44
C 3.315 2.026 0.879 0.1 0.0 -0.3 0.57
O 3.207 3.098 0.442 0.0 -0.5 0.4 -0.36
H 3.965 -0.002 1.406 -0.1 0.5 0.1 0.24



18
Properties=species:S:1:pos:R:3:forces:R:3:nbo_charge:R:1 method="wB97M-V/def2-TZVPD" charge=-2 lumo_ev=5.29 largest_force_ev_per_a=0.46 gap_ha=0.19209 e_homo_ev=0.07
Pt -0.515 0.639 -0.596 -0.2 -0.2 -0.4 0.73
O 0.456 4.282 1.859 0.1 0.0 0.0 -0.75
C 0.380 3.165 1.324 -0.1 -0.3 0.1 0.65
O 0.875 2.767 0.238 0.0 0.3 0.0 -0.80
C -0.441 2.055 2.108 0.1 0.0 -0.3 0.66
O -0.569 2.104 3.325 0.0 0.0 0.1 -0.70
O -0.967 1.099 1.390 0.1 0.1 0.3 -0.84
S -0.803 0.586 -2.846 0.1 0.1 0.1 -1.14
C -1.456 -2.358 -1.242 0.1 0.0 0.0 -0.28
O -0.068 -2.178 -0.899 -0.3 -0.1 -0.1 -0.52
C 0.337 -0.967 -0.575 0.1 0.1 0.3 0.42
C 1.768 -1.001 -0.118 0.0 0.0 -0.1 -0.73
H -2.012 -2.567 -0.325 0.0 0.1 0.0 0.17
H -1.494 -3.218 -1.909 0.0 0.0 0.0 0.16
H -1.826 -1.461 -1.739 0.0 0.0 0.0 0.27
H 2.193 -2.007 -0.197 0.0 0.0 0.0 0.19
H 1.805 -0.653 0.915 0.0 0.0 0.0 0.25
H 2.339 -0.287 -0.711 0.0 0.0 0.0 0.25



13
Properties=species:S:1:pos:R:3:forces:R:3:nbo_charge:R:1 method="wB97M-V/def2-TZVPD" charge=0 lumo_ev="-0.05 / 0.08" largest_force_ev_per_a=3.63 gap_ha="0.24726 / 0.27161" e_homo_ev="-6.78 / -7.31"
C -0.010 1.839 0.048 -2.4 -1.2 0.0 0.63
C -1.724 -0.448 -0.120 -1.7 0.7 0.1 -0.14
C 1.003 0.857 0.507 0.8 1.2 -0.9 -0.57
C -0.491 -1.217 -0.097 1.1 1.5 -2.0 -0.56
C 0.838 -0.364 -0.423 -3.6 -0.3 -0.5 -0.38
O -0.268 2.945 -0.213 1.0 0.2 0.3 -0.46
S -3.259 -0.860 0.122 1.5 0.5 -0.3 0.07
H 1.973 1.415 0.376 -0.3 -0.9 0.2 0.24
H 0.832 0.661 1.581 0.0 -0.1 -0.6 0.26
H -0.497 -1.583 0.861 0.5 -1.3 2.5 0.23
H -0.591 -2.051 -0.802 0.2 0.0 0.1 0.24
H 0.578 -0.151 -1.505 1.2 0.5 1.2 0.22
H 1.618 -1.045 -0.335 1.7 -0.9 0.0 0.22



13
Properties=species:S:1:pos:R:3:forces:R:3:nbo_charge:R:1 method="wB97M-V/def2-TZVPD" charge=0 lumo_ev=0.93 largest_force_ev_per_a=5.15 gap_ha=0.35899 e_homo_ev=-8.84
C -0.305 -1.549 0.092 -0.7 2.5 4.5 -0.45
C -1.134 -0.272 0.390 -0.4 1.3 0.5 -0.28
C -0.184 0.872 0.432 1.1 2.8 3.2 -0.39
C 1.289 0.427 0.053 -2.7 0.5 1.2 0.05
C 1.095 -1.021 -0.107 0.5 -1.8 -1.1 0.05
H -0.419 -1.925 1.200 0.7 -0.7 -2.3 0.24
H -0.611 -2.125 -0.720 -0.8 -1.3 -0.8 0.23
H -1.916 -0.114 1.274 1.4 -1.0 -2.4 0.25
H -0.536 1.654 1.366 1.9 -2.0 -2.7 0.24
H 2.067 1.093 -0.277 -0.2 0.2 -0.8 0.22
H 1.657 -1.762 -0.706 0.4 1.1 0.2 0.20
O 1.724 -0.463 1.016 0.7 -1.2 1.7 -0.49
S -1.163 1.009 -0.964 -1.9 -0.4 -1.0 0.13



13
Properties=species:S:1:pos:R:3:forces:R:3:nbo_charge:R:1 method="wB97M-V/def2-TZVPD" charge=0 lumo_ev=-0.77 largest_force_ev_per_a=4.08 gap_ha=0.29166 e_homo_ev=-8.71
C 0.189 -0.599 -0.587 -0.3 1.2 -2.8 0.13
C -0.176 0.528 -1.183 -0.9 -1.7 -0.6 -0.14
C 0.517 -1.707 0.147 -0.4 -1.9 1.6 0.41
C -0.608 1.820 -0.749 -1.4 3.7 0.9 -0.68
C 0.520 -1.119 1.540 -1.9 2.8 0.4 -0.64
O 0.652 -2.906 -0.012 0.2 0.6 -0.9 -0.52
S -0.350 0.075 -2.819 0.6 -0.9 0.7 -0.02
H -0.431 2.551 -1.628 -0.2 -1.0 1.6 0.26
H -0.060 2.131 0.169 -0.3 0.1 -0.6 0.23
H -1.753 1.958 -0.477 2.2 -0.9 -0.7 0.27
H -0.031 -1.722 2.275 0.0 0.1 -0.5 0.26
H 0.016 -0.028 1.462 1.1 -2.2 0.7 0.21
H 1.517 -0.981 1.864 1.1 0.2 0.4 0.24



14
Properties=species:S:1:pos:R:3:forces:R:3:nbo_charge:R:1 method="wB97M-V/def2-TZVPD" charge=0 lumo_ev=-1.20 largest_force_ev_per_a=2.40 gap_ha=0.26830 e_homo_ev=-8.50
C -1.377 0.536 1.259 -1.8 -0.1 -0.7 0.04
C -2.217 -0.183 0.191 -0.6 -0.2 0.7 -0.54
C 0.303 -0.242 -0.275 -0.7 0.2 1.4 -0.22
C 1.611 -0.643 -0.810 0.5 0.4 0.5 -0.29
C 0.016 0.227 0.980 2.1 0.2 -1.2 -0.19
H -1.116 2.445 1.481 0.5 0.7 0.4 0.47
H -1.657 0.303 2.301 -0.1 -0.2 -0.4 0.18
H -2.537 -1.153 0.567 -0.1 -0.1 -0.1 0.22
H -3.104 0.445 -0.026 0.6 -0.5 -0.1 0.25
H 1.612 -1.092 -1.808 -0.1 0.1 0.2 0.21
H 0.754 0.635 1.682 0.1 -0.7 -0.4 0.23
O -1.701 1.891 0.985 -0.1 0.4 0.0 -0.71
S -1.171 -0.452 -1.256 0.4 -0.1 0.0 0.26
S 3.023 -0.478 -0.004 -0.7 -0.1 -0.5 0.08



14
Properties=species:S:1:pos:R:3:forces:R:3:nbo_charge:R:1 method="wB97M-V/def2-TZVPD" charge=0 lumo_ev=-0.23 largest_force_ev_per_a=1.89 gap_ha=0.31070 e_homo_ev=-8.68
C 2.039 1.221 0.072 0.1 0.3 0.3 -0.66
C 0.542 1.339 -0.125 0.9 -0.9 0.8 -0.12
C -0.284 0.292 -0.132 -1.1 -0.5 -0.1 -0.24
C -2.337 -1.256 -0.016 -0.4 -0.4 0.0 -0.21
C 0.027 -1.191 -0.088 1.1 1.4 0.5 0.21
H 2.256 0.658 1.036 -0.1 0.3 -1.5 0.24
H 2.476 2.220 0.228 -0.2 -0.2 -0.3 0.21
H 2.495 0.767 -0.833 0.0 0.0 0.9 0.24
H 0.121 2.321 -0.045 -0.3 0.4 -0.2 0.21
H -2.924 -1.646 0.865 0.4 0.6 -1.2 0.22
H -2.785 -1.470 -1.011 0.1 -0.4 0.9 0.21
O -1.062 -1.908 0.071 -0.7 -0.6 -0.2 -0.47
S -2.091 0.535 0.010 1.1 -0.1 0.1 0.21
S 1.527 -1.882 -0.033 -1.0 0.3 -0.3 -0.06



14
Properties=species:S:1:pos:R:3:forces:R:3:nbo_charge:R:1 method="wB97M-V/def2-TZVPD" charge=0 lumo_ev=0.08 largest_force_ev_per_a=4.43 gap_ha=0.33484 e_homo_ev=-9.03
C 0.442 0.253 0.481 -1.4 -0.7 0.4 -0.30
C 1.058 1.453 -0.275 -0.2 -0.4 -3.2 -0.42
C -0.401 1.968 -0.259 1.5 -1.9 0.7 0.07
C -0.524 1.412 1.227 -1.7 -1.0 -4.0 -0.37
C -0.671 -0.317 -0.448 0.9 1.8 -1.9 0.23
H 0.586 -2.197 1.285 2.1 3.0 -0.5 0.18
H 1.600 2.162 0.268 0.9 0.5 1.7 0.22
H 1.713 1.425 -1.272 -1.9 -0.8 1.8 0.23
H -0.513 2.914 -0.759 -1.0 0.3 0.3 0.22
H -1.595 1.359 1.492 0.6 -1.0 -0.1 0.23
H -0.007 1.805 1.984 2.2 2.0 2.6 0.21
O -1.147 0.904 -0.918 -0.7 -1.0 -0.6 -0.50
S 1.572 -0.921 1.119 -1.7 -3.0 1.2 0.02
S -1.074 -1.786 -1.120 0.4 2.0 1.5 -0.01



13
Properties=species:S:1:pos:R:3:forces:R:3:nbo_charge:R:1 method="wB97M-V/def2-TZVPD" charge=0 lumo_ev="-0.92 / -0.92" largest_force_ev_per_a=2.78 gap_ha="0.26275 / 0.26276" e_homo_ev="-8.07 / -8.07"
C 0.038 0.173 1.420 1.1 0.4 0.9 -0.16
C 0.861 0.932 0.650 -0.7 -2.0 0.3 -0.54
C -1.056 -0.689 1.000 -2.1 -1.7 0.6 -0.24
C -1.429 -1.255 -0.201 0.3 1.1 0.5 -0.51
C 0.374 -0.308 -2.285 -1.7 -0.1 0.2 -1.10
P -1.060 -1.167 -2.021 2.0 0.7 0.4 0.71
P 0.992 0.799 -1.156 1.0 -0.1 0.4 1.03
H 0.205 0.070 2.566 -0.2 0.7 -2.1 0.22
H 1.748 1.400 1.038 0.1 0.3 0.5 0.23
H -1.685 -0.984 1.953 1.2 0.2 -2.1 0.21
H -2.232 -1.980 -0.253 -0.4 0.0 1.1 0.21
H 0.862 2.131 -1.414 -0.7 0.9 -0.9 -0.04
H 2.382 0.879 -1.297 0.2 -0.4 0.2 -0.03



12
Properties=species:S:1:pos:R:3:forces:R:3:nbo_charge:R:1 method="wB97M-V/def2-TZVPD" charge=0 lumo_ev=0.74 largest_force_ev_per_a=8.35 gap_ha=0.36743 e_homo_ev=-9.26
C -0.104 0.538 -0.251 -3.3 -1.8 -1.8 -0.45
C -0.547 -0.772 0.372 -0.8 -0.8 1.0 -0.16
C -0.902 -1.845 -0.366 -0.5 -0.2 2.0 -0.39
C 1.199 0.852 0.059 8.1 2.1 0.1 -0.03
C 2.425 1.127 0.052 -4.7 -1.5 0.4 -0.21
H -1.276 2.250 1.269 0.3 -0.6 -0.9 0.14
H -0.145 0.209 -1.348 0.0 1.3 1.0 0.26
H -0.590 -0.762 1.504 0.1 -0.3 -1.5 0.21
H -1.279 -2.816 0.060 0.6 1.3 0.0 0.21
H -0.962 -1.863 -1.427 0.3 0.4 -0.8 0.19
H 3.489 1.126 0.157 -0.2 0.3 0.0 0.24
S -1.308 1.957 -0.081 0.1 -0.2 0.4 -0.02



12
Properties=species:S:1:pos:R:3:forces:R:3:nbo_charge:R:1 method="wB97M-V/def2-TZVPD" charge=0 lumo_ev=-0.35 largest_force_ev_per_a=3.75 gap_ha=0.30653 e_homo_ev=-8.69
C -1.375 -1.738 -1.399 1.0 1.2 -0.1 -0.20
C -0.384 -1.084 -1.094 -1.7 -2.2 -0.4 -0.05
C -0.526 0.986 1.602 -2.0 2.7 -0.5 -0.43
C 1.260 0.553 -0.498 3.6 0.6 0.8 -0.32
C 0.873 -0.684 -0.558 -0.2 -2.1 1.5 -0.30
S -1.572 2.064 0.996 0.0 -0.5 -0.1 0.04
H -2.259 -2.214 -1.816 0.7 0.4 0.5 0.25
H 0.082 1.416 2.327 1.5 -0.1 1.4 0.19
H -0.492 0.004 1.299 0.0 -2.0 -0.3 0.19
H 2.260 0.804 -0.043 -1.3 -0.2 -0.4 0.21
H 0.731 1.318 -0.931 -1.1 1.7 -1.1 0.20
H 1.401 -1.424 0.116 -0.5 0.5 -1.3 0.23



12
Properties=species:S:1:pos:R:3:forces:R:3:nbo_charge:R:1 method="wB97M-V/def2-TZVPD" charge=0 lumo_ev=0.92 largest_force_ev_per_a=4.39 gap_ha=0.36486 e_homo_ev=-9.01
C 2.041 0.727 -0.297 0.1 -3.5 1.3 -0.16
C 2.380 -0.462 0.191 -2.2 3.5 -1.5 -0.15
C -2.239 -0.476 -0.422 -0.1 0.7 0.3 -0.58
C -2.131 0.810 -0.059 1.8 -1.4 0.4 -0.50
C 0.965 -0.363 -0.465 2.1 -0.6 -2.7 -0.76
Si -0.650 -0.230 0.349 -1.2 0.0 3.1 1.25
H 2.146 1.775 -0.209 0.2 0.7 -0.3 0.23
H 2.984 -0.913 0.919 0.6 -0.8 0.5 0.23
H -3.048 -1.111 -0.667 -0.8 -0.4 -0.5 0.21
H -2.713 1.661 0.189 -0.7 0.6 -0.4 0.22
H 0.929 -0.842 -1.549 -0.2 1.0 2.2 0.22
H -0.664 -0.577 2.020 0.4 0.4 -2.4 -0.19



12
Properties=species:S:1:pos:R:3:forces:R:3:nbo_charge:R:1 method="wB97M-V/def2-TZVPD" charge=0 lumo_ev=-0.29 largest_force_ev_per_a=4.52 gap_ha=0.30089 e_homo_ev=-8.48
C -2.427 1.466 1.097 0.4 -0.3 -0.7 -0.17
C 1.834 2.639 -0.607 -2.0 -3.3 2.4 -0.13
C -1.469 0.889 0.639 1.7 -1.1 0.2 -0.47
C 1.261 1.721 -0.021 0.5 0.6 -1.9 -0.51
C 0.977 -1.458 0.332 -1.1 1.4 0.3 -1.11
Si 0.281 0.178 0.242 -0.2 -0.4 0.7 1.43
H -3.316 1.985 1.341 -0.2 0.1 0.2 0.24
H 2.492 3.382 -0.822 1.3 1.8 -0.9 0.22
H -1.307 -3.662 -1.503 1.4 1.3 0.1 -0.01
H 0.397 -2.304 0.759 0.3 0.8 -0.6 0.25
H 1.997 -1.722 -0.003 -0.7 0.5 0.3 0.25
H -0.720 -3.113 -1.455 -1.4 -1.3 -0.1 0.01



14
Properties=species:S:1:pos:R:3:forces:R:3:nbo_charge:R:1 method="wB97M-V/def2-TZVPD" charge=0 lumo_ev=0.62 largest_force_ev_per_a=4.16 gap_ha=0.32595 e_homo_ev=-8.25
B 0.869 0.539 1.403 -0.4 -0.2 -0.4 0.82
C -1.384 0.343 -1.096 0.6 -1.8 3.2 -0.22
C -0.429 -0.509 -1.678 2.3 -0.9 -1.1 -0.28
C -1.353 0.195 0.253 1.2 0.2 -1.2 -0.18
C 0.388 -0.983 -0.723 1.7 -0.8 0.9 -0.13
C -0.132 -0.498 0.662 1.7 -2.6 -1.4 -0.66
O 2.117 0.665 0.863 -1.2 -1.1 -0.4 -0.86
H 0.505 1.274 2.304 0.2 -0.4 -0.3 -0.11
H -2.029 0.861 -1.643 -2.9 2.2 -2.0 0.20
H -0.276 -0.711 -2.745 -0.3 0.2 0.5 0.22
H -1.897 0.571 1.035 -1.8 1.4 1.2 0.21
H 1.314 -1.664 -0.824 -1.8 1.3 0.0 0.22
H -0.258 -1.540 1.106 -0.2 1.3 0.4 0.28
H 2.566 1.455 1.084 0.8 1.1 0.7 0.49



13
Properties=species:S:1:pos:R:3:forces:R:3:nbo_charge:R:1 method="wB97M-V/def2-TZVPD" charge=0 lumo_ev=0.90 largest_force_ev_per_a=6.21 gap_ha=0.35502 e_homo_ev=-8.76
C 0.288 -0.996 0.187 -1.7 -0.6 0.7 -0.51
C 0.151 -0.256 1.544 -2.4 2.4 -5.2 -0.16
C -0.644 -0.238 -0.704 0.3 -0.3 -1.7 -0.21
C -0.689 0.812 1.315 1.5 -2.2 -0.2 -0.23
C -1.109 0.810 -0.045 -2.5 1.4 -1.8 -0.24
Br 2.718 0.439 -2.590 -0.2 0.0 0.2 -0.21
H 1.234 -1.167 -0.309 0.6 0.0 0.5 0.25
H -0.191 -1.999 0.315 0.5 0.3 0.0 0.25
H 1.598 0.540 -1.702 0.1 0.1 -0.2 0.21
H 0.625 -0.538 2.362 1.9 -1.1 3.7 0.20
H -0.941 -0.460 -1.761 0.6 -0.1 1.1 0.22
H -1.144 1.543 1.892 -0.2 1.0 1.9 0.21
H -1.895 1.510 -0.505 1.4 -0.9 1.0 0.22



13
Properties=species:S:1:pos:R:3:forces:R:3:nbo_charge:R:1 method="wB97M-V/def2-TZVPD" charge=0 lumo_ev=0.58 largest_force_ev_per_a=2.81 gap_ha=0.36761 e_homo_ev=-9.42
C -0.765 -2.367 -0.342 -0.5 2.3 1.1 -0.23
C -0.731 -1.236 0.110 0.9 -1.2 -0.5 -0.01
C -0.515 0.154 0.405 0.0 -0.4 -0.7 -0.11
C -0.100 0.914 -0.814 -0.3 2.4 -1.4 -0.64
C -0.851 0.659 1.575 -0.2 -0.6 0.5 -0.31
Br 3.884 0.186 0.026 -1.7 -0.6 -1.1 -0.22
H -1.288 -3.228 -0.588 -0.1 -1.4 -0.5 0.23
H -0.452 2.002 -0.909 1.1 -1.0 1.2 0.23
H -0.733 0.611 -1.620 -0.2 -1.1 -0.8 0.23
H 0.949 0.837 -1.205 -0.9 0.0 0.8 0.22
H -1.187 0.009 2.376 0.0 0.2 -0.1 0.21
H -0.850 1.705 1.726 0.2 0.9 0.3 0.20
H 2.639 -0.247 -0.738 1.8 0.5 1.1 0.22



13
Properties=species:S:1:pos:R:3:forces:R:3:nbo_charge:R:1 method="wB97M-V/def2-TZVPD" charge=0 s_squared=2.006 spin_multiplicity=3 lumo_ev="0.85 / -2.34" largest_force_ev_per_a=9.56 gap_ha="0.23859 / 0.28312" e_homo_ev="-5.64 / -10.04"
C -0.722 -0.162 0.274 9.0 -3.0 0.7 0.05
C -1.943 0.355 0.146 -5.9 0.9 -1.0 -0.31
C 0.067 -1.301 -0.079 1.2 0.7 -2.2 -0.46
C 1.821 0.889 -0.316 -0.9 0.6 2.1 -0.43
C 0.758 0.015 0.414 -0.1 -1.3 1.4 -0.28
Br 3.542 -0.047 -0.017 -0.3 0.4 -0.4 -0.03
H -2.004 1.380 0.265 -1.2 1.8 -0.2 0.18
H -2.713 -0.409 0.114 -0.7 0.8 0.4 0.19
H 0.169 -2.109 0.607 -0.1 -0.8 0.7 0.22
H 0.250 -1.664 -1.143 -0.4 0.6 1.0 0.20
H 1.698 1.061 -1.393 0.0 0.1 0.6 0.23
H 1.853 1.821 0.384 0.3 -1.3 -2.0 0.24
H 1.244 -0.184 1.438 -1.0 0.4 -1.1 0.20